ORCA calculation (the ωB97M-V functional and the def2-TZVPD basis) on a cluster of 14 separate species, C29H31Cl39IN5O3 in total in a non-equilibrium geometry.

The geometry in XYZ format:
```
108
Properties=species:S:1:pos:R:3:lowdin_charge:R:1
C -0.361 -1.466 6.556 -0.09
C -0.341 -0.259 5.573 -0.29
C -0.581 -0.684 4.074 -0.57
I -1.787 0.942 3.237 0.94
C 0.790 -0.885 3.291 -0.29
C 1.091 0.445 2.632 -0.30
N 1.381 1.449 2.126 0.21
C 2.000 -1.176 4.214 -0.14
O 2.645 0.074 4.529 -0.15
N 3.389 -0.112 5.731 0.00
O 4.522 0.034 5.502 0.10
C 0.697 -1.936 2.080 -0.27
C -0.719 -2.019 1.530 -0.18
N -1.791 -2.022 1.085 0.21
C 1.545 -1.384 0.904 -0.28
C 2.921 -1.422 0.921 -0.04
C 3.721 -0.908 -0.078 -0.02
C 3.020 -0.369 -1.158 -0.05
C 1.646 -0.417 -1.089 -0.14
N 0.892 -0.876 -0.118 0.15
N 1.224 -3.252 2.426 -0.04
C 1.417 -4.117 1.246 -0.08
C 0.437 -3.949 3.409 -0.43
C -0.761 -4.849 3.016 0.00
O 0.711 -3.892 4.578 0.11
H -1.103 -1.278 7.343 0.07
H -0.681 -2.386 6.064 0.03
H 0.610 -1.595 7.049 0.07
H 0.528 0.394 5.685 0.10
H -1.211 0.354 5.828 0.04
H -1.174 -1.600 4.128 0.05
H 1.748 -1.725 5.126 0.11
H 2.767 -1.768 3.702 0.12
H 3.412 -1.885 1.777 0.12
H 4.804 -0.926 -0.035 0.11
H 3.540 0.064 -2.006 0.03
H 1.097 -0.029 -1.946 0.03
H 1.301 -5.188 1.458 0.01
H 0.796 -3.858 0.375 0.10
H 2.461 -3.991 0.927 0.00
H -0.494 -5.890 3.207 0.06
H -1.556 -4.569 3.708 0.04
H -1.073 -4.654 1.986 0.07
C -2.417 0.156 -2.108 -1.52
Cl -2.775 1.039 -0.629 0.51
Cl -3.811 0.170 -3.199 0.54
Cl -0.997 0.836 -2.912 0.56
H -2.201 -0.873 -1.846 0.00
C -4.760 -2.129 5.769 -1.53
Cl -3.471 -3.173 5.173 0.56
Cl -4.853 -2.204 7.531 0.53
Cl -4.541 -0.467 5.223 0.50
H -5.695 -2.496 5.365 0.01
C 6.515 -0.960 -3.825 -1.53
Cl 5.459 -1.968 -4.814 0.53
Cl 5.655 0.473 -3.254 0.56
Cl 7.159 -1.881 -2.462 0.52
H 7.346 -0.635 -4.437 0.01
C 0.563 -8.190 0.013 -1.53
Cl 1.042 -7.618 1.619 0.58
Cl -0.012 -6.838 -0.965 0.52
Cl 1.903 -9.015 -0.780 0.51
H -0.251 -8.899 0.127 -0.09
C -5.848 2.837 -4.899 -1.53
Cl -4.808 3.807 -5.946 0.53
Cl -6.747 3.868 -3.780 0.55
Cl -6.952 1.846 -5.854 0.53
H -5.215 2.179 -4.319 -0.06
C -5.531 7.203 -4.712 -1.58
Cl -5.896 8.075 -3.220 0.52
Cl -6.911 7.245 -5.811 0.52
Cl -4.093 7.870 -5.489 0.51
H -5.330 6.170 -4.461 -0.07
C -0.584 5.946 -5.152 -1.53
Cl -0.837 6.499 -6.810 0.52
Cl -0.790 7.279 -4.016 0.49
Cl -1.686 4.623 -4.762 0.51
H 0.432 5.580 -5.067 0.01
C 1.543 8.691 -1.184 -1.56
Cl 2.276 7.169 -1.697 0.52
Cl 1.303 8.711 0.565 0.53
Cl 2.535 10.059 -1.688 0.51
H 0.574 8.780 -1.659 -0.07
C -0.928 11.351 -3.618 -1.52
Cl 0.391 10.496 -4.420 0.51
Cl -1.525 10.422 -2.235 0.54
Cl -0.411 12.958 -3.106 0.53
H -1.740 11.464 -4.324 0.02
C -2.955 -5.354 -3.774 -1.54
Cl -2.910 -4.498 -5.316 0.53
Cl -2.371 -7.011 -3.963 0.50
Cl -2.005 -4.499 -2.557 0.50
H -3.983 -5.392 -3.437 0.01
C -1.732 -10.815 -2.359 -1.51
Cl -1.344 -12.522 -2.152 0.54
Cl -2.000 -10.045 -0.788 0.58
Cl -0.451 -9.988 -3.247 0.52
H -2.647 -10.740 -2.932 0.02
C 5.203 -6.672 -0.323 -1.52
Cl 5.081 -7.774 1.051 0.53
Cl 4.499 -7.390 -1.770 0.51
Cl 4.401 -5.140 0.037 0.57
H 6.251 -6.478 -0.511 0.01
C 2.101 12.179 1.931 -1.56
Cl 1.730 13.054 3.420 0.52
Cl 0.734 12.230 0.819 0.50
Cl 3.551 12.837 1.167 0.52
H 2.292 11.144 2.184 -0.01
```

The HOMO energy is -9.077 eV.

ORCA calculation (the ωB97M-V functional and the def2-TZVPD basis) on a structure of composition C29H31Cl3CsN7O5 in a non-equilibrium geometry.

The geometry in XYZ format:
```
76
Properties=species:S:1:pos:R:3:lowdin_charge:R:1
Cs 0.584 -1.402 -0.828 1.35
O 2.495 -3.165 3.143 0.14
C 2.024 -2.211 2.330 -0.49
O 2.541 -1.923 1.282 -0.01
C 0.812 -1.552 2.891 -0.20
C 0.725 -1.243 4.244 0.01
C -0.391 -0.550 4.681 -0.04
C -1.369 -0.205 3.766 0.03
C -1.193 -0.583 2.440 -0.19
N -0.129 -1.245 2.013 0.10
C -2.214 -0.192 1.425 -0.49
O -2.154 -0.931 0.320 0.04
O -3.008 0.697 1.611 0.11
H 3.282 -3.558 2.738 0.14
H 1.515 -1.538 4.921 0.13
H -0.495 -0.285 5.725 0.12
H -2.254 0.346 4.050 0.13
H -2.776 -0.582 -0.337 0.15
C -1.081 -0.713 -5.694 -0.04
C -0.760 -0.430 -4.249 -0.30
N -0.916 -1.292 -3.305 -0.06
N -1.492 -2.463 -3.594 0.02
C -1.127 -3.471 -2.809 -0.52
O -0.186 -3.471 -1.983 -0.37
C -1.953 -4.720 -2.966 -0.14
C -2.917 -4.859 -3.961 -0.04
C -3.676 -6.016 -4.046 -0.09
C -3.489 -7.048 -3.137 -0.11
C -2.530 -6.915 -2.142 -0.09
C -1.766 -5.761 -2.062 -0.03
C -0.210 0.882 -3.890 -0.23
C 0.043 1.846 -4.876 -0.02
C 0.573 3.069 -4.511 -0.07
C 0.846 3.316 -3.175 -0.08
C 0.563 2.310 -2.262 -0.17
N 0.047 1.136 -2.598 0.05
H -1.478 -1.722 -5.764 0.06
H -0.185 -0.642 -6.315 0.08
H -1.822 -0.011 -6.082 0.08
H -3.066 -4.047 -4.659 0.10
H -4.422 -6.114 -4.826 0.10
H -4.085 -7.950 -3.204 0.09
H -2.378 -7.714 -1.425 0.10
H -1.011 -5.641 -1.297 0.11
H -0.172 1.640 -5.913 0.10
H 0.772 3.823 -5.263 0.10
H 1.263 4.259 -2.846 0.10
H 0.756 2.448 -1.203 0.07
C 0.713 3.180 5.148 -0.06
C 1.272 3.844 3.888 -0.21
N 0.567 3.489 2.667 -0.09
C -0.592 4.284 2.292 -0.21
C -1.937 3.748 2.785 -0.06
C 0.825 2.323 1.991 -0.43
C 2.092 1.581 2.346 -0.01
N 0.081 1.810 1.085 0.15
H 1.340 3.416 6.009 0.08
H 0.682 2.095 5.030 0.05
H -0.298 3.525 5.360 0.06
H 2.326 3.588 3.784 0.10
H 1.227 4.928 3.998 0.12
H -0.612 4.362 1.203 0.12
H -0.434 5.295 2.672 0.12
H -2.113 2.729 2.435 0.04
H -2.740 4.380 2.402 0.08
H -1.991 3.756 3.873 0.06
H 2.969 2.195 2.129 0.08
H 2.136 0.681 1.739 0.05
H 2.121 1.307 3.402 0.07
H -0.778 2.326 0.923 0.04
Cl 6.476 1.174 -2.014 0.63
C 5.522 1.397 -0.537 -1.60
Cl 5.397 3.127 -0.156 0.61
Cl 6.288 0.542 0.817 0.62
C 4.193 0.859 -0.739 -0.38
N 3.132 0.456 -0.892 0.19
```

The energy above the lowest of the compared OMol25 structures with the same formula, charge and spin is 0.00 kcal/mol. The HOMO energy is -6.524 eV.

ORCA calculation (the ωB97M-V functional and the def2-TZVPD basis) on a structure of composition C29H31F4N3PtS in a non-equilibrium geometry.

The geometry in XYZ format:
```
69
Properties=species:S:1:pos:R:3:lowdin_charge:R:1
Pt 0.243 -1.392 -1.318 1.08
C -2.582 -1.317 0.843 -0.07
C -3.055 -1.455 -0.598 -0.24
N -2.167 -0.825 -1.588 -0.23
C -2.631 -1.221 -2.921 -0.25
C -1.726 -0.801 -4.071 -0.08
C -2.104 0.622 -1.371 -0.17
C -0.910 1.376 -1.980 -0.23
N 0.338 0.653 -1.878 -0.15
C 1.484 1.301 -2.103 -0.20
C 2.712 0.578 -2.125 -0.15
F 2.652 -0.778 -2.041 0.01
C 3.950 1.169 -2.231 -0.23
F 5.051 0.399 -2.230 0.09
C 4.090 2.543 -2.342 0.05
C 2.921 3.280 -2.394 -0.23
F 3.003 4.615 -2.532 0.08
C 1.670 2.701 -2.305 -0.14
F 0.615 3.552 -2.404 0.05
H -3.081 -2.058 1.462 0.08
H -2.780 -0.337 1.274 0.07
H -1.512 -1.505 0.864 0.04
H -4.077 -1.056 -0.700 0.13
H -3.083 -2.523 -0.831 0.12
H -3.649 -0.835 -3.091 0.13
H -2.677 -2.313 -2.917 0.11
H -1.865 0.240 -4.345 0.07
H -1.956 -1.407 -4.944 0.08
H -0.680 -0.971 -3.791 0.05
H -2.031 0.763 -0.294 0.09
H -3.031 1.100 -1.723 0.14
H -0.863 2.320 -1.424 0.10
H -1.096 1.643 -3.027 0.10
H 5.055 3.015 -2.393 0.13
C 0.258 3.752 4.121 -0.06
C 0.349 3.001 2.791 -0.55
C -0.948 3.252 2.007 -0.03
C 1.544 3.550 1.999 -0.03
C 0.486 1.499 2.984 -0.16
C 0.342 0.873 4.228 -0.02
C 0.382 -0.502 4.378 -0.07
C 0.565 -1.286 3.254 -0.45
S 0.553 -3.022 3.062 1.12
C 0.716 -2.799 1.327 -0.53
N 0.816 -1.557 0.964 0.01
C 0.722 -0.676 1.996 -0.31
C 0.693 0.705 1.870 0.05
C 0.581 -3.849 0.351 -0.27
C 0.662 -5.193 0.716 -0.06
C 0.472 -6.172 -0.235 -0.09
C 0.201 -5.803 -1.545 -0.09
C 0.116 -4.465 -1.901 -0.12
C 0.291 -3.436 -0.977 -0.22
H 0.220 4.821 3.932 0.08
H 1.125 3.550 4.744 0.09
H -0.645 3.477 4.660 0.08
H -1.103 4.319 1.869 0.09
H -1.800 2.844 2.548 0.09
H -0.909 2.784 1.027 0.06
H 1.487 4.635 1.951 0.09
H 1.561 3.175 0.980 0.07
H 2.481 3.276 2.481 0.09
H 0.175 1.466 5.111 0.10
H 0.242 -0.955 5.346 0.11
H 0.800 1.122 0.881 0.11
H 0.874 -5.452 1.743 0.09
H 0.528 -7.216 0.035 0.10
H 0.045 -6.566 -2.295 0.10
H -0.110 -4.221 -2.931 0.09
```

The HOMO energy (alpha / beta) is -7.004 / -7.015 eV.

ORCA calculation (the ωB97M-V functional and the def2-TZVPD basis) on a structure of composition C29H31F6N8O4SSbZn.

The geometry in XYZ format:
```
81
Properties=species:S:1:pos:R:3:lowdin_charge:R:1
Zn 1.413 -0.221 0.444 0.72
N 2.526 -2.633 -3.219 0.18
C 2.504 -1.922 -2.102 -0.09
N 1.397 -1.502 -1.537 0.14
C 0.228 -1.864 -2.088 -0.22
N -0.934 -1.613 -1.427 0.19
N -0.728 -1.349 -0.178 0.04
C -1.217 -1.877 0.862 -0.01
C -0.821 -1.328 2.164 -0.24
C -1.521 -1.649 3.310 0.02
C -1.121 -1.079 4.512 -0.02
C -0.046 -0.212 4.515 -0.01
C 0.612 0.050 3.320 -0.08
N 0.242 -0.509 2.172 0.07
C 0.156 -2.544 -3.338 -0.07
C -1.051 -2.866 -3.987 0.02
C -1.015 -3.577 -5.156 -0.03
C 0.213 -3.996 -5.699 -0.02
C 1.404 -3.699 -5.083 0.02
C 1.371 -2.964 -3.898 -0.14
H 3.414 -2.980 -3.557 0.18
H 3.449 -1.684 -1.631 0.14
H -1.858 -2.753 0.803 0.15
H -2.358 -2.331 3.260 0.13
H -1.646 -1.312 5.428 0.12
H 0.297 0.256 5.427 0.12
H 1.452 0.729 3.267 0.12
H -1.984 -2.541 -3.551 0.12
H -1.935 -3.826 -5.667 0.12
H 0.220 -4.565 -6.619 0.12
H 2.348 -4.024 -5.501 0.13
F 1.784 -2.529 1.051 -0.37
Sb 1.622 -4.446 0.777 1.40
F 0.293 -4.078 -0.540 -0.33
F 0.257 -4.401 2.076 -0.33
F 1.502 -6.282 0.498 -0.32
F 2.991 -4.593 2.054 -0.34
F 2.905 -4.207 -0.608 -0.35
C 6.159 -1.488 2.691 0.00
C 5.304 -0.784 1.695 -0.27
C 5.566 0.276 0.846 0.04
C 4.380 0.509 0.140 -0.31
N 3.445 -0.360 0.532 -0.01
N 4.025 -1.125 1.488 0.07
C 4.121 1.506 -0.937 0.00
H 7.207 -1.390 2.422 0.09
H 5.911 -2.548 2.743 0.09
H 6.023 -1.057 3.684 0.09
H 6.496 0.808 0.746 0.12
H 3.520 -1.926 1.843 0.13
H 4.610 2.450 -0.709 0.10
H 3.055 1.681 -1.072 0.06
H 4.527 1.150 -1.888 0.09
C -7.280 1.787 1.111 -0.05
C -6.141 2.616 0.586 -0.27
C -5.159 2.048 -0.221 -0.04
C -4.099 2.805 -0.698 -0.06
C -4.019 4.148 -0.361 -0.29
C -4.993 4.739 0.433 -0.05
C -6.044 3.970 0.901 -0.03
S -2.666 5.125 -0.944 0.63
O -3.112 6.478 -1.059 -0.28
O -2.081 4.409 -2.040 -0.28
N -1.551 5.126 0.259 -0.13
C -0.914 3.868 0.643 -0.20
C 0.328 3.583 -0.204 -0.08
C 0.871 2.228 0.159 -0.65
O 1.471 2.034 1.234 -0.02
O 0.647 1.254 -0.649 -0.09
H -7.516 0.966 0.435 0.08
H -8.177 2.389 1.245 0.08
H -7.026 1.355 2.082 0.09
H -5.236 1.003 -0.497 0.11
H -3.353 2.375 -1.354 0.11
H -4.938 5.797 0.654 0.12
H -6.815 4.432 1.506 0.12
H -1.804 5.756 1.007 0.12
H -1.623 3.036 0.558 0.12
H -0.630 3.942 1.692 0.13
H 1.080 4.345 0.001 0.13
H 0.062 3.604 -1.256 0.11
```

Its charge is +1. As for the spin multiplicity: 2. As for the expectation value of S²: 0.761. The energy above the lowest of the compared OMol25 structures with the same formula, charge and spin is 2.59 kcal/mol. The HOMO energy (alpha / beta) is -11.121 / -11.121 eV.

ORCA calculation (the ωB97M-V functional and the def2-TZVPD basis) on a structure of composition C29H31GeN6O3Ru in a non-equilibrium geometry.

The geometry in XYZ format:
```
71
Properties=species:S:1:pos:R:3:lowdin_charge:R:1
Ru 0.040 -0.400 0.123 0.99
O -1.207 3.431 0.283 0.09
C -1.120 2.219 0.120 -0.43
N 0.065 1.505 0.017 -0.06
C 1.264 2.193 0.036 -0.43
O 1.387 3.412 0.079 0.09
C 2.384 1.258 0.014 -0.15
C 3.701 1.728 0.053 0.01
C 4.738 0.831 0.068 -0.04
C 4.427 -0.540 0.059 -0.05
C 3.110 -0.938 0.026 -0.12
N 2.080 -0.081 -0.011 -0.02
C -2.257 1.315 0.024 -0.16
C -3.571 1.781 0.162 0.01
C -4.614 0.902 0.035 -0.04
C -4.319 -0.448 -0.231 -0.04
C -3.006 -0.847 -0.324 -0.12
N -1.970 -0.010 -0.189 -0.02
H 3.855 2.795 0.066 0.12
H 5.764 1.163 0.110 0.11
H 5.214 -1.276 0.069 0.10
H 2.858 -1.993 0.022 0.09
H -3.720 2.829 0.368 0.12
H -5.636 1.228 0.147 0.11
H -5.112 -1.166 -0.361 0.10
H -2.765 -1.885 -0.526 0.10
C -2.102 -2.654 3.664 -0.23
Ge -0.241 -1.870 3.529 0.73
C 0.192 -1.121 5.332 -0.23
C 1.078 -3.325 3.107 -0.22
C -0.171 -0.467 2.216 -0.29
H -2.079 -3.738 3.623 0.00
H -2.750 -2.286 2.874 -0.01
H -2.545 -2.359 4.609 0.00
H 0.138 -1.911 6.077 0.01
H -0.531 -0.354 5.598 0.01
H 1.188 -0.688 5.359 0.01
H 0.659 -4.322 3.209 0.01
H 1.917 -3.246 3.792 0.00
H 1.459 -3.219 2.095 -0.01
H -0.257 0.548 2.612 -0.05
C 5.589 -5.308 3.027 -0.05
C 4.778 -5.703 1.832 -0.28
C 4.270 -6.989 1.705 -0.04
C 3.515 -7.351 0.608 -0.02
C 3.248 -6.434 -0.405 -0.24
N 2.535 -6.892 -1.525 0.13
C 2.136 -6.204 -2.640 -0.53
O 2.126 -6.708 -3.740 0.09
N 1.749 -4.883 -2.440 0.12
C 0.937 -4.398 -1.418 -0.23
C 0.204 -5.236 -0.567 0.02
C -0.649 -4.635 0.351 -0.04
C -0.723 -3.264 0.429 -0.18
N 0.022 -2.441 -0.340 -0.08
C 0.813 -3.021 -1.266 -0.08
C 3.767 -5.148 -0.294 -0.02
C 4.511 -4.795 0.815 -0.04
H 5.815 -6.174 3.644 0.07
H 5.036 -4.590 3.631 0.08
H 6.526 -4.841 2.730 0.08
H 4.475 -7.721 2.472 0.11
H 3.142 -8.361 0.518 0.11
H 2.646 -7.885 -1.699 0.16
H 1.752 -4.342 -3.296 0.16
H 0.269 -6.306 -0.655 0.12
H -1.269 -5.237 0.996 0.12
H -1.397 -2.787 1.127 0.06
H 1.352 -2.356 -1.936 0.12
H 3.626 -4.432 -1.088 0.10
H 4.907 -3.793 0.885 0.10
```

As for the spin multiplicity: 2. As for the expectation value of S²: 0.759. The energy above the lowest of the compared OMol25 structures with the same formula, charge and spin is 0.00 kcal/mol. The HOMO energy (alpha / beta) is -6.040 / -6.664 eV.

ORCA calculation (the ωB97M-V functional and the def2-TZVPD basis) on the molecule C29H31N5O5 in a non-equilibrium geometry.

The geometry in XYZ format:
```
70
Properties=species:S:1:pos:R:3:lowdin_charge:R:1
C -0.959 -5.506 -0.697 -0.07
O -0.527 -4.987 0.541 -0.09
C 0.081 -3.757 0.539 -0.20
C 0.520 -3.077 -0.582 0.01
C 1.048 -1.802 -0.460 -0.03
C 1.139 -1.188 0.780 -0.18
C 1.482 0.273 0.894 -0.12
C 2.583 0.673 -0.111 -0.46
O 2.326 0.811 -1.290 0.07
N 3.802 0.771 0.434 0.14
C 5.005 1.205 -0.282 -0.58
C 6.143 1.244 0.736 -0.04
C 4.771 2.596 -0.874 -0.03
C 5.316 0.194 -1.388 -0.03
N 0.293 1.091 0.574 0.08
C 0.511 2.416 0.520 -0.41
O 1.575 2.901 0.863 0.08
C -0.569 3.366 -0.019 0.00
N -1.867 2.850 -0.302 -0.08
N -2.226 2.513 -1.546 0.07
N -3.408 2.054 -1.566 0.08
C -3.908 2.068 -0.299 -0.22
C -5.134 1.665 0.227 -0.01
C -5.313 1.817 1.581 -0.08
C -4.316 2.359 2.407 -0.08
C -3.097 2.759 1.912 -0.02
C -2.902 2.600 0.546 -0.18
C -0.924 0.380 0.390 -0.22
C -1.671 0.027 1.509 -0.02
C -2.768 -0.803 1.369 -0.05
C -3.098 -1.304 0.125 -0.01
C -2.367 -0.936 -1.003 -0.15
C -2.749 -1.519 -2.319 -0.40
C -2.586 -0.613 -3.502 0.00
O -3.172 -2.652 -2.396 0.08
C -1.279 -0.083 -0.867 0.02
C 0.763 -1.897 1.916 0.04
C 0.242 -3.173 1.807 -0.24
O -0.150 -3.841 2.922 0.08
H -1.603 -4.795 -1.222 0.09
H -0.111 -5.775 -1.334 0.10
H -1.526 -6.404 -0.457 0.10
H 0.430 -3.517 -1.562 0.11
H 1.368 -1.274 -1.343 0.11
H 1.798 0.516 1.917 0.15
H 3.874 0.750 1.438 0.14
H 7.069 1.534 0.248 0.09
H 6.286 0.265 1.189 0.08
H 5.929 1.969 1.520 0.08
H 5.680 2.967 -1.340 0.08
H 4.461 3.287 -0.093 0.09
H 3.983 2.549 -1.619 0.08
H 4.484 0.144 -2.083 0.08
H 5.477 -0.795 -0.963 0.09
H 6.209 0.495 -1.929 0.08
H -0.161 3.755 -0.958 0.15
H -0.643 4.197 0.691 0.14
H -5.897 1.254 -0.412 0.12
H -6.247 1.517 2.031 0.10
H -4.518 2.461 3.463 0.11
H -2.330 3.173 2.548 0.12
H -1.379 0.393 2.482 0.13
H -3.348 -1.076 2.237 0.11
H -3.930 -1.981 0.004 0.12
H -1.528 -0.514 -3.739 0.09
H -3.100 -1.031 -4.364 0.09
H -2.971 0.378 -3.264 0.06
H -0.682 0.209 -1.717 0.13
H 0.837 -1.459 2.899 0.13
H -0.525 -4.687 2.641 0.11
```

As for the SMILES: COc1ccc([C@@H](C(=O)NC(C)(C)C)N(C(=O)Cn2nnc3ccccc32)c2cccc(C(C)=O)c2)cc1O. The energy above the lowest of the compared OMol25 structures with the same formula, charge and spin is 47.20 kcal/mol. The HOMO energy is -8.142 eV.